Entry 1:
A molecular structure, C36H27N6ReSSb. Source: the Open Molecules 2025 dataset; level of theory: ωB97M-V with the def2-TZVPD basis set.

Atoms and positions in Å:
Re (1.178, -0.438, -0.714)
C (4.527, 1.499, 1.303)
C (3.477, 0.636, 1.011)
N (2.805, 0.767, -0.147)
C (3.192, 1.739, -1.018)
C (4.227, 2.594, -0.666)
N (4.880, 2.475, 0.481)
C (2.506, 1.707, -2.317)
C (2.708, 2.553, -3.376)
C (2.023, 2.343, -4.595)
C (1.178, 1.211, -4.669)
C (1.023, 0.395, -3.579)
N (1.649, 0.658, -2.403)
C (0.281, -0.872, -3.524)
C (-0.331, -1.505, -4.598)
N (-0.879, -2.707, -4.488)
C (-0.826, -3.312, -3.312)
C (-0.251, -2.710, -2.199)
N (0.293, -1.485, -2.308)
C (2.203, 3.229, -5.734)
C (1.187, 3.387, -6.687)
C (1.405, 4.253, -7.746)
N (2.541, 4.920, -7.923)
C (3.512, 4.759, -7.029)
C (3.394, 3.945, -5.915)
H (5.082, 1.389, 2.227)
H (3.171, -0.146, 1.690)
H (4.548, 3.387, -1.331)
H (3.380, 3.395, -3.284)
H (0.698, 0.972, -5.607)
H (-0.365, -1.040, -5.576)
H (-1.251, -4.306, -3.235)
H (-0.225, -3.192, -1.233)
H (0.228, 2.898, -6.592)
H (0.632, 4.420, -8.487)
H (4.428, 5.306, -7.217)
H (4.238, 3.839, -5.247)
S (0.226, -1.128, 1.132)
Sb (-1.592, -1.428, 3.128)
C (-0.306, -1.864, 4.648)
C (-0.031, -3.171, 5.078)
C (0.775, -3.349, 6.186)
C (1.302, -2.245, 6.852)
C (1.030, -0.950, 6.422)
C (0.222, -0.747, 5.319)
C (-2.425, 0.457, 3.268)
C (-2.194, 1.504, 2.381)
C (-2.849, 2.707, 2.594)
C (-3.716, 2.849, 3.672)
C (-3.938, 1.797, 4.549)
C (-3.289, 0.585, 4.359)
C (-2.797, -2.806, 2.222)
C (-3.847, -2.279, 1.452)
C (-4.798, -3.141, 0.938)
C (-4.705, -4.506, 1.193)
C (-3.661, -5.026, 1.953)
C (-2.694, -4.184, 2.470)
H (-0.438, -4.037, 4.578)
H (0.985, -4.347, 6.544)
H (1.924, -2.397, 7.725)
H (1.433, -0.104, 6.962)
H (-0.025, 0.263, 5.010)
H (-1.523, 1.392, 1.539)
H (-2.688, 3.538, 1.921)
H (-4.224, 3.791, 3.831)
H (-4.613, 1.916, 5.385)
H (-3.469, -0.225, 5.058)
H (-3.946, -1.211, 1.294)
H (-5.626, -2.754, 0.361)
H (-5.464, -5.174, 0.805)
H (-3.612, -6.088, 2.152)
H (-1.891, -4.601, 3.062)

Values from the calculation:
Charge: +4
Multiplicity: 4
Highest occupied orbital energy (alpha / beta) in eV: -17.9288 / -17.9082
Orbital gap (alpha / beta) in eV: 3.90 / 4.28

Entry 2:
A molecular structure, C36H27N8OPd at a distorted geometry. Source: the Open Molecules 2025 dataset; level of theory: ωB97M-V with the def2-TZVPD basis set.

Atoms and positions in Å:
Pd (13.453, 2.895, 20.214)
C (16.326, 5.254, 17.331)
C (15.338, 4.398, 17.849)
N (15.248, 4.103, 19.139)
C (16.147, 4.655, 19.986)
C (17.144, 5.506, 19.565)
C (17.214, 5.810, 18.205)
C (18.003, 6.155, 20.544)
C (17.763, 5.944, 21.900)
C (16.747, 5.092, 22.317)
C (16.036, 4.320, 21.379)
N (15.185, 3.320, 21.683)
C (15.358, 2.506, 22.760)
C (16.579, 2.329, 23.429)
C (16.606, 1.674, 24.667)
C (15.463, 1.095, 25.186)
C (14.228, 1.071, 24.421)
C (13.118, 0.364, 24.819)
C (12.004, 0.347, 24.006)
C (12.052, 1.049, 22.790)
N (13.119, 1.765, 22.394)
C (14.186, 1.764, 23.188)
H (16.310, 5.507, 16.282)
H (14.593, 3.970, 17.205)
H (17.965, 6.519, 17.857)
H (18.824, 6.810, 20.245)
H (18.367, 6.465, 22.658)
H (16.549, 4.887, 23.361)
H (17.525, 2.699, 23.049)
H (17.554, 1.619, 25.211)
H (15.461, 0.617, 26.163)
H (13.089, -0.155, 25.762)
H (11.120, -0.232, 24.258)
H (11.190, 1.020, 22.140)
N (7.566, -1.256, 19.255)
C (6.262, -1.569, 19.454)
C (5.507, -2.689, 19.108)
C (4.169, -2.663, 19.375)
C (3.567, -1.505, 19.931)
C (4.311, -0.411, 20.289)
C (5.692, -0.447, 20.041)
N (6.662, 0.504, 20.288)
C (7.778, -0.013, 19.807)
C (9.069, 0.618, 19.805)
C (9.199, 1.964, 20.210)
C (10.459, 2.506, 20.295)
N (11.568, 1.826, 19.977)
C (11.469, 0.551, 19.552)
C (10.243, -0.087, 19.475)
H (8.237, -1.853, 18.788)
H (5.963, -3.550, 18.637)
H (3.539, -3.543, 19.182)
H (2.505, -1.550, 20.121)
H (3.845, 0.462, 20.740)
H (8.307, 2.520, 20.429)
H (10.558, 3.543, 20.607)
H (12.377, 0.015, 19.355)
H (10.242, -1.109, 19.158)
N (10.600, 4.378, 13.750)
C (10.713, 5.143, 14.838)
O (10.308, 6.283, 14.880)
C (11.382, 4.534, 16.049)
C (11.882, 3.236, 16.127)
C (12.432, 2.846, 17.333)
N (12.507, 3.684, 18.384)
C (12.049, 4.936, 18.313)
C (11.447, 5.364, 17.157)
H (10.285, 4.858, 12.932)
H (10.956, 3.450, 13.629)
H (11.828, 2.545, 15.301)
H (12.829, 1.837, 17.464)
H (12.144, 5.530, 19.194)
H (11.035, 6.343, 17.020)

Values from the calculation:
Charge: +3
Multiplicity: 5
Highest occupied orbital energy (alpha / beta) in eV: -14.7870 / -15.3094
Orbital gap (alpha / beta) in eV: 6.05 / 3.80

Entry 3:
A molecular structure, C36H28AuCl2N4P2Se. Source: the Open Molecules 2025 dataset; level of theory: ωB97M-V with the def2-TZVPD basis set.

Atoms and positions in Å:
Au (-0.984, -0.493, 0.958)
N (-1.168, -0.917, -2.217)
P (-0.009, 0.381, -2.230)
C (0.236, 0.469, -4.035)
C (-0.711, 1.009, -4.904)
C (-0.492, 0.986, -6.273)
C (0.674, 0.428, -6.782)
C (1.625, -0.103, -5.924)
C (1.408, -0.078, -4.553)
C (-1.064, 1.837, -1.902)
C (-0.422, 3.074, -1.854)
C (-1.135, 4.227, -1.566)
C (-2.497, 4.152, -1.300)
C (-3.140, 2.924, -1.332)
C (-2.427, 1.770, -1.633)
P (-1.356, -1.831, -0.834)
C (-2.980, -2.588, -0.999)
C (-4.087, -1.958, -0.434)
C (-5.354, -2.488, -0.622)
C (-5.516, -3.647, -1.370)
C (-4.415, -4.280, -1.928)
C (-3.145, -3.755, -1.744)
C (-0.170, -3.200, -0.898)
C (-0.060, -4.033, 0.216)
C (0.857, -5.070, 0.220)
C (1.680, -5.272, -0.883)
C (1.580, -4.440, -1.987)
C (0.654, -3.403, -1.997)
H (-1.629, -1.192, -3.074)
H (-1.613, 1.461, -4.509)
H (-1.227, 1.411, -6.944)
H (0.844, 0.416, -7.851)
H (2.539, -0.526, -6.320)
H (2.158, -0.476, -3.877)
H (0.645, 3.134, -2.048)
H (-0.631, 5.185, -1.548)
H (-3.055, 5.050, -1.069)
H (-4.200, 2.862, -1.124)
H (-2.933, 0.812, -1.655)
H (-3.950, -1.060, 0.158)
H (-6.213, -2.002, -0.180)
H (-6.505, -4.061, -1.512)
H (-4.543, -5.187, -2.504)
H (-2.284, -4.257, -2.169)
H (-0.701, -3.870, 1.077)
H (0.934, -5.721, 1.081)
H (2.401, -6.079, -0.878)
H (2.222, -4.595, -2.844)
H (0.579, -2.749, -2.858)
Cl (-0.413, 3.677, 3.247)
C (0.088, 2.320, 4.119)
C (0.699, 2.480, 5.338)
C (1.110, 1.344, 6.028)
C (0.935, 0.042, 5.550)
C (0.329, -0.146, 4.338)
Cl (0.116, -1.726, 3.763)
C (-0.144, 0.989, 3.530)
N (-0.704, 0.913, 2.388)
H (0.859, 3.466, 5.748)
H (1.592, 1.475, 6.990)
H (1.274, -0.803, 6.130)
Se (2.931, -1.843, 0.581)
N (1.814, -0.489, 0.848)
C (2.467, 0.616, 0.530)
C (1.907, 1.934, 0.549)
C (2.695, 2.976, 0.193)
C (4.065, 2.795, -0.204)
C (4.630, 1.568, -0.257)
C (3.838, 0.430, 0.104)
N (4.270, -0.815, 0.075)
H (0.867, 2.072, 0.819)
H (2.286, 3.979, 0.194)
H (4.645, 3.668, -0.473)
H (5.656, 1.417, -0.565)

Values from the calculation:
Charge: +1
Multiplicity: 1
Relative energy (zero: lowest compared OMol25 entry of this formula, charge and spin) in kcal/mol: 2.9
Highest occupied orbital energy (alpha / beta) in eV: -10.5745 / -10.5745
Orbital gap (alpha / beta) in eV: 5.15 / 5.15